# C33H29AsBr3Cl5MgN5O2S

A structure of composition C33H29AsBr3Cl5MgN5O2S (wB97M-V/def2-TZVPD, OMol25).

```
80
Properties=species:S:1:pos:R:3:forces:R:3
Mg 0.804792 0.194087 -0.579199 1.8 1.0 0.9
Br -4.521408 -3.114913 -2.895799 0.1 0.1 0.1
C -3.011708 -2.187212 -2.234999 0.6 0.0 0.0
C -2.136408 -2.828513 -1.371799 -0.4 -2.0 -3.9
C -1.051608 -2.106513 -0.919599 2.2 -2.8 -2.6
N -0.806808 -0.827313 -1.271999 2.3 1.5 -7.4
C -1.672908 -0.214713 -2.117199 1.4 -1.0 0.8
C -2.791308 -0.868212 -2.620399 -0.7 -0.1 0.0
C -1.286008 1.166987 -2.413499 1.0 1.3 0.6
C -1.976507 2.041087 -3.244299 -0.1 0.3 -0.2
C -1.467908 3.324887 -3.417099 0.0 -0.4 0.1
Br -2.375308 4.547288 -4.538999 0.0 0.0 0.0
C -0.303008 3.717488 -2.775699 -0.2 0.0 -0.2
C 0.319092 2.787388 -1.969099 -0.3 -0.9 0.2
N -0.145208 1.534988 -1.778599 -2.4 2.0 -1.7
H -2.285708 -3.854313 -1.056899 0.0 0.5 -1.3
H -0.324808 -2.544213 -0.241399 -0.9 0.3 -0.9
H -3.481608 -0.377713 -3.294899 0.1 0.0 0.1
H -2.886808 1.745688 -3.750299 0.1 0.0 0.0
H 0.113192 4.710788 -2.893799 -0.1 -0.1 0.0
H 1.234992 3.024788 -1.435699 -0.2 -0.1 -0.2
Br 0.380192 7.308988 0.265601 0.0 0.1 -0.1
C 0.447092 5.920888 1.540901 0.0 -0.8 0.4
C 0.415492 6.204288 2.898001 0.0 -0.3 0.9
N 0.459592 5.263588 3.869401 0.0 -0.5 -1.6
C 0.539692 3.972187 3.446601 -0.1 1.0 0.7
C 0.577292 3.581087 2.111601 0.0 1.0 0.0
C 0.528992 4.593188 1.143001 0.0 -0.3 0.0
C 0.666092 2.129788 1.740001 0.3 -1.7 0.3
O 0.704492 1.291288 2.692701 0.1 1.6 -0.8
O 0.695892 1.855188 0.500201 -1.0 1.5 1.9
H 0.351892 7.225088 3.260001 0.0 0.0 -0.2
H 0.574292 3.227388 4.239801 0.0 0.0 -0.3
H 0.556592 4.319388 0.090601 0.0 0.1 0.3
Cl 3.420392 1.914687 0.219201 1.7 1.3 0.0
C 3.389292 1.598388 -1.476699 -0.3 -0.5 -1.2
C 2.307592 0.862287 -1.946999 0.7 0.0 -0.6
C 2.194092 0.556587 -3.298699 1.7 1.1 0.8
Cl 0.808892 -0.361713 -3.761999 0.3 -0.3 -1.5
C 3.171192 0.988188 -4.204599 -0.2 -0.1 0.2
Cl 3.016092 0.598587 -5.891099 0.1 0.1 0.0
C 4.270192 1.734888 -3.733499 -0.3 -0.1 0.2
Cl 5.493792 2.278988 -4.847199 -0.2 -0.1 0.2
C 4.379892 2.041787 -2.361799 -0.1 -0.1 0.1
Cl 5.726192 2.960988 -1.759599 0.0 0.0 -0.2
C 3.028092 -2.799512 2.367001 1.9 0.1 -0.9
N 2.289892 -2.652113 1.134801 16.3 -1.5 -5.0
C 2.694692 -2.045213 -0.000399 1.9 0.3 3.0
N 3.929192 -1.509312 -0.023899 1.2 -0.7 -0.8
S 1.697392 -1.947112 -1.321799 0.4 -2.4 -1.8
H 2.397592 -3.317212 3.093501 0.2 0.0 0.0
H 3.301492 -1.811512 2.746301 0.1 0.0 0.2
H 3.932692 -3.382912 2.176401 0.0 0.0 0.3
H 1.347692 -3.026612 1.100201 6.5 -5.7 0.2
H 4.596692 -1.639912 0.719601 -0.3 0.1 -0.1
H 4.255492 -1.083712 -0.882499 -0.3 0.1 0.3
C -1.160808 -0.849713 3.374201 -0.1 -0.2 0.4
As -0.384008 -0.715813 1.563501 -0.7 -0.1 0.9
C 0.532192 -2.463313 1.618301 -11.9 2.7 5.8
C -2.048108 -1.129312 0.536601 -4.1 -0.8 5.7
C -2.860708 -2.297412 1.039101 -0.2 1.2 0.4
C -2.417108 -3.618812 0.862801 -0.6 -0.6 1.9
C -3.186308 -4.691512 1.325301 -0.1 0.6 0.1
C -4.407908 -4.455812 1.960601 0.1 0.2 -0.2
C -4.865808 -3.147012 2.128101 0.5 0.0 -0.2
C -4.099808 -2.072213 1.666801 0.1 -1.0 0.0
H -1.677908 -1.821712 3.507501 0.2 0.5 -0.1
H -1.885807 -0.024113 3.526101 0.5 -0.4 -0.1
H -0.349508 -0.768913 4.126301 -0.4 0.1 -0.5
H -0.101508 -3.238512 2.088701 -0.6 0.2 -0.2
H 1.448892 -2.360812 2.234401 -4.9 1.8 2.3
H 0.821192 -2.765513 0.590701 -7.5 2.1 -3.1
H -1.810908 -1.274512 -0.538099 -5.2 2.6 5.3
H -2.652008 -0.200113 0.613001 0.3 -0.2 0.0
H -1.484208 -3.823912 0.356801 -0.1 -0.3 1.2
H -2.837208 -5.706712 1.187201 0.0 0.0 0.0
H -5.002108 -5.286812 2.316801 0.0 0.0 0.0
H -5.814908 -2.964813 2.614901 0.0 0.0 0.0
H -4.472208 -1.065013 1.806001 0.1 0.1 -0.1
H 2.223392 0.019687 0.471001 -0.6 -1.2 0.9
```
Forces are in eV/Å.

The total charge is -1. The value obtained for the LUMO energy (alpha / beta) is 1.42 / 1.42 eV.